{"formula": "C30H53N3O2", "method": "ωB97M-V/def2-TZVPD", "orbital_gap_ev": 6.511, "lumo_energy_ev": -1.680, "smiles": "O=C1C=CC(=O)C(c2ccccc2)=C1.CCN(CC)CC.CCN(CC)CC.CCN(CC)CC", "symbols": ["O", "C", "C", "C", "C", "O", "C", "C", "C", "C", "C", "C", "C", "C", "H", "H", "H", "H", "H", "H", "H", "H", "C", "C", "N", "C", "C", "C", "C", "H", "H", "H", "H", "H", "H", "H", "H", "H", "H", "H", "H", "H", "H", "H", "C", "C", "N", "C", "C", "C", "C", "H", "H", "H", "H", "H", "H", "H", "H", "H", "H", "H", "H", "H", "H", "H", "C", "C", "N", "C", "C", "C", "C", "H", "H", "H", "H", "H", "H", "H", "H", "H", "H", "H", "H", "H", "H", "H"], "coordinates": [[3.76567, 7.61334, -1.90057], [3.55204, 6.32380, -1.61847], [2.10025, 5.74333, -1.02420], [1.58055, 4.41986, -1.55603], [2.53700, 3.72465, -2.73884], [2.01092, 3.18183, -3.84043], [4.17871, 3.82393, -2.43481], [5.20839, 2.56494, -2.68665], [4.56031, 1.15545, -3.24325], [5.50173, -0.19680, -3.53025], [7.11325, -0.10395, -3.19457], [7.81636, 1.29041, -2.62456], [6.84916, 2.63023, -2.37568], [4.70113, 5.13692, -1.88016], [1.52008, 6.32565, -0.19131], [0.58241, 3.93083, -1.16013], [3.40198, 0.99987, -3.48170], [4.97533, -1.17090, -3.96464], [7.74342, -1.09220, -3.38864], [8.95976, 1.35971, -2.36464], [7.36717, 3.59717, -1.94290], [5.83079, 5.31611, -1.63399], [0.59500, -0.08607, -1.80085], [1.06888, -0.21830, -0.35434], [0.23160, 0.48887, 0.61856], [0.83605, 0.55780, 1.95523], [1.04467, -0.75346, 2.70474], [-1.19557, 0.16381, 0.60327], [-1.59326, -1.29032, 0.84024], [0.53240, 0.96472, -2.10234], [1.30583, -0.58529, -2.46867], [-0.37911, -0.55554, -1.95783], [2.08145, 0.19767, -0.31143], [1.15697, -1.28376, -0.11261], [0.24590, 1.23517, 2.58562], [1.81201, 1.04915, 1.85739], [0.10669, -1.13636, 3.11653], [1.71792, -0.58920, 3.55373], [1.49595, -1.52774, 2.08025], [-1.61135, 0.47502, -0.36441], [-1.72406, 0.79521, 1.32980], [-0.95245, -1.99477, 0.30486], [-2.61909, -1.45398, 0.49250], [-1.57595, -1.54085, 1.90341], [-1.79351, 1.75803, 5.48252], [-2.41779, 2.49043, 4.29579], [-3.83980, 2.20047, 4.09216], [-4.35387, 2.71105, 2.81473], [-4.37107, 4.22231, 2.61347], [-4.71773, 2.42111, 5.24249], [-4.76264, 3.82453, 5.84018], [-1.91163, 0.67381, 5.38508], [-0.72074, 1.97630, 5.52743], [-2.22708, 2.07484, 6.43413], [-1.86614, 2.17787, 3.40240], [-2.23773, 3.56496, 4.41569], [-5.36627, 2.32095, 2.64928], [-3.75167, 2.27067, 2.01042], [-5.18969, 4.69338, 3.16478], [-4.53205, 4.45083, 1.55380], [-3.43171, 4.69644, 2.90665], [-4.42700, 1.72316, 6.03902], [-5.74109, 2.11507, 4.98777], [-3.77300, 4.28047, 5.91917], [-5.18344, 3.78225, 6.85071], [-5.40671, 4.48656, 5.25684], [-3.13230, -6.67347, -1.75472], [-2.09288, -5.55393, -1.78120], [-0.71812, -6.01615, -1.99103], [0.28283, -4.96537, -1.76577], [0.27152, -3.76552, -2.70648], [-0.48631, -6.84484, -3.17519], [-0.83121, -6.24722, -4.53634], [-2.89777, -7.41309, -0.98211], [-4.11951, -6.25461, -1.53005], [-3.21015, -7.18366, -2.71782], [-2.14659, -5.04622, -0.81191], [-2.39178, -4.81884, -2.53732], [1.28542, -5.41171, -1.77432], [0.15355, -4.59247, -0.74218], [0.70599, -4.01165, -3.67944], [0.88224, -2.96000, -2.28317], [-0.73166, -3.36222, -2.86181], [-1.05420, -7.77796, -3.06154], [0.56034, -7.17655, -3.19241], [-1.77918, -5.70425, -4.52987], [-0.91915, -7.04734, -5.27938], [-0.04561, -5.57431, -4.88764]], "forces_ev_per_angstrom": [[-1.32, -7.98, 2.03], [0.81, 3.74, -1.19], [-0.63, -3.90, -1.90], [2.75, 3.88, 0.89], [-2.06, -1.64, -3.34], [3.39, 3.15, 6.92], [2.13, 2.70, 1.44], [0.83, -2.72, -0.71], [3.53, -0.60, 0.34], [1.82, 4.20, 1.80], [-2.40, 2.46, 0.26], [-4.87, 0.17, -0.70], [-1.12, -3.67, -1.22], [-2.98, -2.91, -1.36], [1.28, -1.05, -1.94], [2.28, 1.05, -1.17], [2.84, 0.82, 0.65], [1.45, 2.36, 1.12], [-1.32, 2.53, 0.53], [-2.61, -0.24, -0.65], [-1.32, -2.19, -1.06], [-2.52, -0.23, -0.67], [-0.04, 0.06, 0.09], [-0.24, 0.11, -0.08], [0.06, 0.28, 0.26], [0.14, 0.20, -0.25], [-0.05, -0.19, 0.38], [-0.06, 0.15, -0.41], [-0.27, -0.21, 0.19], [-0.05, -0.11, 0.05], [-0.08, 0.07, 0.12], [0.05, 0.05, -0.02], [-0.09, 0.02, 0.26], [0.08, -0.17, -0.02], [-0.10, -0.09, -0.21], [-0.08, -0.05, -0.19], [0.14, -0.03, -0.10], [-0.06, 0.00, -0.10], [-0.05, 0.06, 0.01], [0.23, -0.04, 0.06], [0.32, -0.02, 0.03], [0.01, 0.05, 0.01], [0.10, 0.02, 0.03], [0.06, -0.08, -0.15], [-0.05, -0.01, -0.02], [-0.20, -0.13, 0.22], [-0.20, -0.08, -0.30], [0.19, -0.30, 0.02], [-0.23, 0.33, -0.15], [0.19, -0.33, 0.23], [-0.24, 0.26, 0.14], [-0.07, 0.14, 0.02], [-0.15, 0.00, -0.04], [0.02, -0.06, -0.05], [-0.25, 0.08, -0.10], [0.12, 0.13, 0.01], [0.12, -0.01, 0.23], [0.09, -0.03, 0.17], [0.19, 0.00, -0.04], [0.02, -0.04, 0.11], [-0.06, -0.05, 0.02], [0.12, 0.08, -0.20], [0.24, 0.04, -0.24], [-0.04, -0.04, -0.03], [0.05, 0.00, -0.10], [0.18, 0.02, 0.07], [0.05, -0.02, -0.01], [0.08, -0.27, -0.08], [0.34, 0.09, 0.14], [-0.16, -0.19, 0.26], [0.26, 0.25, -0.21], [-0.25, -0.33, 0.17], [0.13, 0.02, -0.36], [0.04, 0.08, -0.14], [0.17, -0.02, -0.03], [0.01, 0.00, 0.08], [0.26, 0.04, -0.10], [-0.12, 0.12, -0.06], [-0.21, -0.12, -0.09], [-0.16, -0.11, -0.04], [-0.15, 0.07, 0.08], [-0.07, -0.10, -0.02], [0.05, -0.05, 0.00], [-0.02, 0.22, 0.11], [-0.10, 0.25, 0.21], [0.05, -0.02, 0.04], [0.00, 0.08, 0.08], [-0.19, 0.02, 0.00]], "mulliken_charge": [-0.52, 0.17, -0.37, -0.12, 0.45, -0.52, 0.67, 0.33, -0.19, -0.44, -0.32, -0.46, -0.27, -0.42, 0.32, 0.32, 0.20, 0.29, 0.25, 0.30, 0.15, 0.19, -1.35, -0.34, 0.27, -0.41, -1.05, -0.26, -0.89, 0.27, 0.43, 0.30, 0.51, 0.09, 0.13, 0.40, 0.17, 0.44, 0.29, 0.39, -0.14, 0.08, 0.44, 0.26, -1.53, -0.02, 0.12, -0.28, -1.05, -0.67, -0.95, 0.30, 0.44, 0.40, 0.16, 0.18, 0.38, -0.02, 0.25, 0.43, 0.25, 0.38, 0.35, 0.25, 0.36, 0.28, -1.48, -0.16, 0.08, -0.91, -0.59, -0.70, -0.94, 0.33, 0.43, 0.31, 0.32, 0.24, 0.33, 0.41, 0.32, 0.13, 0.22, 0.40, 0.32, 0.24, 0.37, 0.28]}


{"formula": "C5H11O2", "method": "ωB97M-V/def2-TZVPD", "spin_multiplicity": 2, "de_lowest_kcal_mol": 9.2, "orbital_gap_ev": [2.536, 7.902], "lumo_energy_ev": [6.463, 6.358], "total_charge": -2, "symbols": ["C", "C", "H", "H", "H", "H", "H", "H", "C", "C", "C", "O", "O", "H", "H", "H", "H", "H"], "coordinates": [[2.86361, -1.36081, 0.21644], [1.46855, -0.98636, 0.76373], [3.61173, -0.57113, 0.21162], [3.26082, -2.21151, 0.82449], [2.75446, -1.88388, -0.72840], [0.79059, -1.82895, 0.65125], [1.03623, -0.12386, 0.26244], [1.58502, -0.74888, 1.82240], [-1.22289, 1.16082, -0.59533], [-2.31713, 0.34484, -1.26115], [-1.48558, 1.59871, 0.86630], [-2.25497, 0.86606, 1.53762], [-0.83622, 2.60030, 1.25280], [-0.31097, 0.58509, -0.44903], [-1.09461, 2.07944, -1.17053], [-2.64920, -0.47260, -0.61711], [-1.96492, 0.00445, -2.23596], [-3.23451, 0.94828, -1.35157]], "forces_ev_per_angstrom": [[-0.60, -1.42, 0.75], [0.95, 0.26, 0.05], [-0.07, 0.15, -0.16], [0.08, 0.52, -0.02], [0.24, 0.34, -0.71], [-0.09, -0.08, 0.07], [0.28, -0.11, 0.08], [-0.31, 0.06, 0.04], [-0.56, 0.39, 0.53], [-0.37, 0.13, 0.58], [-0.21, -0.08, 0.31], [-0.10, 0.16, -0.03], [-0.21, -0.01, -0.08], [-0.01, 0.19, -0.79], [0.63, -0.12, -0.04], [0.38, -0.23, -0.14], [-0.29, -0.22, -0.09], [0.27, 0.05, -0.33]], "mulliken_spin": [4.21, -0.03, -0.92, -1.00, -0.83, -0.15, 0.00, -0.24, -0.15, 0.13, 0.05, -0.02, -0.02, 0.09, -0.03, 0.02, -0.10, -0.01]}


{"formula": "HIP2S", "method": "ωB97M-V/def2-TZVPD", "spin_multiplicity": 3, "de_lowest_kcal_mol": 27.4, "orbital_gap_ev": [5.631, 5.241], "lumo_energy_ev": [0.075, -3.845], "symbols": ["P", "P", "S", "I", "H"], "coordinates": [[0.58132, 0.77030, -0.53952], [-0.67998, -0.94096, 0.11598], [1.07551, -0.41110, 1.08308], [-2.47648, 0.43952, 0.87147], [1.49963, 0.14223, -1.53103]], "forces_ev_per_angstrom": [[0.25, -0.03, -1.21], [1.56, -1.41, -1.26], [1.86, -0.57, 1.03], [-2.83, 1.70, 0.64], [-0.84, 0.32, 0.80]], "mulliken_spin": [0.07, 0.69, 0.70, 0.52, 0.03]}